88
Properties=species:S:1:pos:R:3:lowdin_charge:R:1 method="wB97M-V/def2-TZVPD" gap_ev=3.298 e_lumo_ev=3.30 energy_ha=-4416.32685 charge=-2
C 0.02 3.92 -0.68 -0.172
C -5.16 -2.10 -3.63 -0.041
C 6.22 1.68 -3.20 -0.338
C -3.52 -4.13 0.99 -0.052
H -4.89 0.95 2.96 0.085
C -3.21 0.59 4.24 -0.106
H -1.39 0.16 5.26 0.091
N 1.29 0.79 -1.40 -0.206
H -3.20 -2.11 -5.98 0.081
C -3.81 0.85 3.02 -0.119
S 2.01 0.00 -2.58 0.554
N 0.24 2.63 -0.59 0.151
H 0.39 5.79 -1.72 0.078
H -2.05 -0.77 -5.89 0.086
H -1.05 0.91 1.06 0.071
N -3.38 -1.88 -1.93 0.059
C -4.88 -4.17 1.26 -0.083
C 2.53 1.77 1.83 -0.113
H -3.78 -0.45 -5.76 0.082
H -0.93 -0.37 -3.52 0.094
H 5.40 2.67 -4.91 0.100
H 2.25 0.23 4.96 0.001
C 1.25 4.16 2.29 -0.124
C 3.67 0.67 -2.82 -0.274
C -3.04 -3.41 -0.08 0.015
C -3.91 -2.66 -0.88 -0.178
H 0.79 -0.65 5.37 0.023
S 3.24 -4.60 5.33 0.861
C 5.19 2.02 -4.08 -0.040
N 1.68 2.79 -2.49 0.119
C 4.67 0.36 -1.92 -0.049
H -3.49 1.18 0.92 0.096
H 6.74 0.59 -1.42 0.107
S -0.27 -2.82 3.49 0.378
C -1.66 0.81 1.95 -0.112
C 0.72 2.99 2.81 -0.091
H -5.95 -2.01 -1.11 0.092
C 3.92 1.51 -3.88 -0.079
C -1.83 -0.87 -3.23 0.088
O 1.31 0.10 -3.85 -0.335
O -1.51 -1.08 -0.84 -0.100
C 1.35 1.77 2.57 -0.365
C 3.05 2.93 1.30 -0.096
H -0.65 4.33 0.07 0.104
H 2.78 5.05 1.08 0.093
N -3.77 -2.00 -3.27 -0.074
C -2.98 -1.16 -5.50 -0.024
H -5.60 -2.98 -3.15 0.084
C -2.84 -1.31 -4.02 -0.257
S 3.11 -2.12 3.70 0.350
C 0.59 4.73 -1.66 -0.086
H 7.72 2.48 -4.33 0.077
C -3.03 0.97 1.88 -0.094
C 1.17 0.24 4.88 -0.311
C 2.27 -3.43 4.37 -1.249
O 2.21 -1.36 -2.11 -0.467
H -5.73 -1.21 -3.35 0.096
C -1.84 0.41 4.31 -0.104
H -6.81 -3.42 0.69 0.094
C 2.40 4.14 1.52 -0.125
H -2.82 -4.68 1.61 0.105
C 0.95 -3.73 4.25 -1.241
H -3.81 0.51 5.13 0.090
H -5.26 -4.76 2.08 0.099
S 0.45 -5.29 5.00 0.857
H 0.75 5.11 2.47 0.093
H 3.11 1.75 -4.55 0.102
H -0.19 3.02 3.40 0.104
C 1.99 -5.78 5.67 -1.132
H 3.95 2.91 0.70 0.099
C 1.07 2.08 -1.51 -0.486
C -5.27 -2.65 -0.57 -0.045
H -5.22 -2.23 -4.71 0.080
H -1.98 -3.40 -0.30 0.118
P 0.73 0.11 3.10 0.810
O 2.17 -6.80 6.29 -0.154
H 8.24 1.69 -2.94 0.078
C -1.05 0.51 3.17 -0.412
H 0.75 1.15 5.33 0.034
H 1.99 4.62 -3.31 0.100
C 5.95 0.85 -2.11 -0.035
C -5.74 -3.42 0.48 -0.100
H 3.04 0.82 1.68 0.095
C -2.13 -1.25 -1.87 -0.413
N 7.50 2.22 -3.38 0.074
Rb 0.91 -1.28 0.22 0.777
H 4.45 -0.30 -1.10 0.119
C 1.45 4.08 -2.54 -0.160